No. 1
The following is a quantum chemistry calculation of the ion C5H9BNO5 with charge -1 in a non-equilibrium geometry, from the Open Molecules 2025 dataset.

Each line ends with the Mulliken charge.
CARTESIAN COORDINATES (ANGSTROEM)
O1 1.85238 -2.52736 0.90466  -0.31
N1 2.54615 -1.93358 0.09515  0.07
O2 1.77784 -1.21140 -0.76366  0.02
C1 2.21494 0.19139 -0.83173  -0.10
C2 1.97668 0.69648 0.74483  -0.51
O3 0.54277 0.29779 0.82759  -0.71
B1 -0.02855 0.87257 -0.40788  1.07
C3 -1.19254 0.06224 -1.23732  -0.51
C4 -2.23984 -0.76128 -0.05173  0.15
C5 -2.64420 0.21270 1.32727  -0.43
O4 -3.67748 -0.16784 0.10579  -0.48
O5 1.07799 0.93846 -1.42178  -0.62
H1 3.26236 0.46580 -1.27927  0.27
H2 2.19844 1.84248 0.66383  0.22
H3 2.72181 0.26223 1.55800  0.29
H4 -0.49437 1.94133 -0.25868  -0.37
H5 -1.93753 0.73178 -1.84160  0.16
H6 -0.70965 -0.81608 -1.84030  0.12
H7 -2.04777 -1.98650 0.13800  0.22
H8 -2.45670 1.36650 1.30263  0.24
H9 -2.74273 -0.47772 2.26621  0.21

**Strongest force on any atom**: 5.1 eV/Å
**Total energy**: -17728.663 eV
**Orbital gap**: 0.2788 Ha
**Multiplicity**: 1
**Net charge**: -1

No. 2
The following is a quantum chemistry calculation of a structure of composition C34H48GeN6O7SScSe4Si3, from the Open Molecules 2025 dataset.

Each line ends with the Mulliken charge.
CARTESIAN COORDINATES (ANGSTROEM)
Sc1 -0.65937 -0.00342 0.38394  -0.96
O1 1.34319 1.61209 5.40855  -0.73
C1 0.13611 2.19554 5.32619  0.62
C2 -0.32167 2.90441 6.43700  -0.70
C3 -1.55595 3.52470 6.41243  -0.29
C4 -2.36242 3.45441 5.28072  -1.05
C5 -1.91122 2.75307 4.17873  -0.27
C6 -0.67090 2.11823 4.17784  -0.32
C7 -0.24608 1.38805 2.96219  0.59
O2 -1.02633 1.37978 1.93583  -0.21
N1 0.91993 0.79380 2.98084  -1.24
N2 1.16222 0.18510 1.75597  1.84
C8 2.38108 -0.15923 1.55334  -1.66
C9 2.88648 -0.71628 0.32499  1.37
C10 4.17888 -1.25913 0.31366  -0.69
C11 4.72033 -1.80672 -0.82735  -0.83
C12 3.97056 -1.77470 -2.00713  -0.93
C13 2.70699 -1.22664 -2.02902  -0.62
C14 2.11252 -0.72021 -0.85718  -0.35
O3 0.87483 -0.29790 -0.87812  1.69
H1 1.50137 1.16103 4.53823  0.58
H2 0.31619 2.94823 7.31037  0.42
H3 -1.89470 4.06814 7.28674  0.36
H4 -3.33024 3.93745 5.26024  0.43
H5 -2.51166 2.67987 3.28311  0.52
H6 3.09380 -0.00338 2.36486  0.27
H7 4.74361 -1.26405 1.24037  0.43
H8 5.70035 -2.26318 -0.81385  0.47
H9 4.38286 -2.20328 -2.91226  0.44
H10 2.12367 -1.20403 -2.94208  0.27
Se1 -2.01559 -1.44741 2.54361  -0.23
Se2 -2.80857 -3.53078 2.26819  -0.55
Se3 -5.57910 -1.34076 1.61044  -0.36
Se4 -3.85446 0.01451 1.75966  -0.05
C15 1.55777 3.09107 -1.06913  -0.71
Si1 0.13952 2.94837 -2.30726  0.41
C16 0.71289 1.80630 -3.69525  -0.65
C17 -0.03601 4.67315 -3.07343  -1.17
Ge1 -1.78891 2.04694 -1.23409  0.65
Si2 -3.26157 1.53352 -3.01342  0.69
C18 -4.95510 1.02768 -2.34007  -0.91
C19 -3.58158 2.92680 -4.25507  -1.13
C20 -2.57317 0.10166 -4.05600  -0.83
Si3 -2.68308 3.97235 -0.16425  1.00
C21 -4.17049 3.61005 0.94019  -0.77
C22 -1.35041 4.78122 0.90243  -0.69
C23 -3.32322 5.31266 -1.34296  -1.20
H11 2.47366 3.42837 -1.56493  0.43
H12 1.76468 2.12707 -0.59981  -0.20
H13 1.31703 3.80417 -0.27695  0.24
H14 1.66838 2.14134 -4.11031  0.42
H15 -0.01781 1.76661 -4.50672  0.23
H16 0.84246 0.79619 -3.30223  -0.26
H17 0.88794 4.94471 -3.59453  0.36
H18 -0.22066 5.42699 -2.30437  0.24
H19 -0.85852 4.71973 -3.79062  0.23
H20 -5.51235 1.91150 -2.01764  0.29
H21 -4.87147 0.37066 -1.47101  -0.04
H22 -5.55231 0.51819 -3.10339  0.44
H23 -4.02047 3.80485 -3.77965  0.23
H24 -4.26264 2.58628 -5.04242  0.37
H25 -2.64742 3.23752 -4.72950  0.22
H26 -1.77190 -0.42184 -3.53483  -0.17
H27 -2.15736 0.48427 -4.99133  0.44
H28 -3.35104 -0.62481 -4.31070  0.39
H29 -3.94820 2.87640 1.71367  -0.18
H30 -5.00171 3.21458 0.35022  0.21
H31 -4.50679 4.53199 1.42636  0.35
H32 -0.82984 4.03530 1.50567  -0.12
H33 -1.78724 5.52249 1.57872  0.35
H34 -0.61054 5.28863 0.27734  0.34
H35 -4.25082 4.98888 -1.82085  0.26
H36 -2.60757 5.55313 -2.13024  0.25
H37 -3.54077 6.22876 -0.78338  0.34
C24 -3.66459 -2.68697 -1.35279  -0.66
C25 -2.23643 -2.30665 -1.55126  0.43
N3 -1.56497 -2.90026 -2.55007  -0.18
O4 -1.67868 -1.44567 -0.86990  0.48
H38 -3.93786 -3.57288 -1.92443  0.48
H39 -4.28419 -1.84349 -1.66553  -0.03
H40 -3.82993 -2.86571 -0.29063  -0.16
H41 -1.98606 -3.61430 -3.11394  0.20
H42 -0.62167 -2.60509 -2.74364  0.16
O5 6.72523 -8.41999 -1.13906  -0.70
S1 6.33436 -7.04166 -1.36951  1.20
O6 5.26540 -6.86527 -2.33249  -0.68
O7 7.44254 -6.10831 -1.51000  -0.70
C26 5.61526 -6.51509 0.22458  0.02
N4 6.27704 -6.87298 1.32735  -0.52
C27 5.77486 -6.43762 2.47203  -0.37
C28 4.63585 -5.65378 2.55296  -0.62
C29 4.02121 -5.33502 1.35015  0.34
N5 4.51683 -5.77196 0.19350  -0.24
C30 2.80228 -4.47980 1.26393  1.36
C31 2.24388 -4.20518 0.02277  -0.80
C32 1.16400 -3.34152 -0.04353  -0.60
N6 0.62111 -2.74013 1.00985  0.72
C33 1.12741 -3.04648 2.20063  -0.74
C34 2.20171 -3.90124 2.37872  -1.15
H43 6.30783 -6.72589 3.37405  0.41
H44 4.26165 -5.31736 3.50866  0.38
H45 2.67992 -4.64083 -0.86567  0.67
H46 0.73407 -3.08585 -1.00174  0.01
H47 0.66529 -2.56160 3.05515  0.41
H48 2.56659 -4.08241 3.38050  0.27

**Strongest force on any atom**: 0.6 eV/Å
**Total energy**: -432392.294 eV
**Orbital gap (alpha / beta)**: 0.2391 / 0.1898 Ha
**Multiplicity**: 2
**Net charge**: -2

No. 3
The following is a quantum chemistry calculation of a structure of composition C40H43AuN2O5P2, from the Open Molecules 2025 dataset.

Each line ends with the Mulliken charge.
CARTESIAN COORDINATES (ANGSTROEM)
Au1 -0.16163 -0.16565 0.44265  2.97
C1 -2.03727 -2.61441 2.38454  -0.98
C2 -0.83459 -2.22656 3.24211  -1.13
P1 0.10462 -0.73640 2.73634  0.93
C3 1.84607 -1.11639 3.00618  0.68
C4 2.68930 -0.18566 3.60749  -1.02
C5 4.04649 -0.45279 3.72201  -0.61
C6 4.56369 -1.64593 3.24020  -0.67
C7 3.72501 -2.57683 2.63799  -0.70
C8 2.37427 -2.30878 2.51318  -0.43
C9 -0.32894 0.55985 3.90771  0.36
C10 -0.64189 1.84314 3.47384  -0.02
C11 -0.91690 2.83599 4.40656  -0.79
C12 -0.88079 2.54982 5.76118  -0.51
C13 -0.56762 1.26658 6.19789  -0.90
C14 -0.28824 0.27478 5.27558  -0.25
C15 -1.63904 -3.24194 1.04170  -1.12
P2 -1.43995 -1.99496 -0.25625  0.70
C16 -3.10019 -1.46299 -0.70874  0.79
C17 -3.67259 -0.36662 -0.06458  -0.10
C18 -4.98051 -0.00450 -0.34204  -1.02
C19 -5.71530 -0.72471 -1.27556  -0.63
C20 -5.14433 -1.80672 -1.93049  -0.72
C21 -3.83926 -2.17982 -1.64675  -0.72
C22 -0.69612 -2.77662 -1.69110  0.57
C23 -0.33938 -4.12291 -1.70674  -0.85
C24 0.25443 -4.66954 -2.83709  -0.74
C25 0.48804 -3.87584 -3.94936  -0.62
C26 0.12873 -2.53247 -3.93944  -0.58
C27 -0.45809 -1.97917 -2.81469  -0.53
H1 -2.69864 -1.75553 2.23578  0.20
H2 -2.62762 -3.33901 2.94632  0.53
H3 -0.12335 -3.05441 3.29261  0.65
H4 -1.16039 -2.03621 4.26716  0.65
H5 2.29439 0.74588 3.99235  0.40
H6 4.69527 0.26873 4.19957  0.45
H7 5.62006 -1.85601 3.34039  0.43
H8 4.12709 -3.50980 2.26640  0.49
H9 1.73763 -3.03016 2.01287  0.09
H10 -0.66837 2.07043 2.41838  0.18
H11 -1.15612 3.83643 4.07239  0.46
H12 -1.09315 3.32470 6.48524  0.41
H13 -0.53539 1.04314 7.25516  0.43
H14 -0.02396 -0.71520 5.62992  0.42
H15 -2.38910 -3.96064 0.70305  0.67
H16 -0.69470 -3.78273 1.14309  0.55
H17 -3.09028 0.20750 0.64822  0.28
H18 -5.42871 0.83666 0.16939  0.48
H19 -6.73656 -0.44312 -1.49398  0.43
H20 -5.71578 -2.36440 -2.65960  0.45
H21 -3.39811 -3.02500 -2.16166  0.43
H22 -0.52572 -4.75943 -0.85210  0.40
H23 0.52229 -5.71697 -2.85062  0.47
H24 0.94758 -4.30551 -4.82954  0.43
H25 0.30586 -1.91767 -4.81142  0.45
H26 -0.73227 -0.93137 -2.80458  0.45
C28 4.03084 1.80867 -1.85392  -1.28
N1 3.43785 1.13129 -0.71195  0.27
C29 2.92919 1.95774 0.37057  -0.80
C30 3.07734 -0.17584 -0.72924  -0.11
O1 2.14459 -0.58423 -0.00226  -0.58
N2 3.76332 -1.03448 -1.52460  0.24
C31 5.19845 -0.90198 -1.74721  -1.28
C32 3.22200 -2.37008 -1.70936  -0.72
H27 3.46992 2.72495 -2.04559  0.44
H28 3.95405 1.18058 -2.73843  0.40
H29 5.07802 2.07119 -1.69516  0.33
H30 3.50031 2.88420 0.38567  0.48
H31 3.06445 1.45300 1.32633  0.13
H32 1.86893 2.20186 0.25070  0.13
H33 5.60968 -0.12622 -1.10649  0.42
H34 5.44130 -0.67721 -2.78669  0.33
H35 5.67863 -1.84332 -1.47578  0.41
H36 2.13783 -2.33155 -1.75719  -0.04
H37 3.51891 -3.04281 -0.89889  0.32
H38 3.60204 -2.76832 -2.64968  0.50
O2 -0.96317 0.99129 -1.61898  -0.80
C33 -1.05550 2.06568 -0.98947  0.59
O3 -0.68482 2.27242 0.18152  -0.89
C34 -1.68643 3.23024 -1.73552  0.08
C35 -2.15943 4.35562 -0.97142  -0.55
C36 -2.74727 5.45335 -1.54243  -1.05
C37 -2.83701 5.40927 -2.93168  1.05
O4 -3.34950 6.30834 -3.74714  -0.39
C38 -3.20342 5.82216 -5.09228  -0.22
O5 -2.58695 4.53134 -4.97568  -0.40
C39 -2.36066 4.29947 -3.69461  1.05
C40 -1.78072 3.18356 -3.10564  -0.82
H39 -2.02512 4.29983 0.10037  0.51
H40 -3.10949 6.29713 -0.97482  0.48
H41 -2.53909 6.48835 -5.63978  0.30
H42 -4.18818 5.71250 -5.54075  0.30
H43 -1.44089 2.32977 -3.67166  0.54

**Strongest force on any atom**: 0.4 eV/Å
**Total energy**: -77652.410 eV
**Orbital gap (alpha / beta)**: 0.2643 / 0.1775 Ha
**Multiplicity**: 3
**Net charge**: +2

No. 4
The following is a quantum chemistry calculation of a structure of composition C29H37FeGeN3 in a non-equilibrium geometry, from the Open Molecules 2025 dataset.

Each line ends with the Mulliken charge.
CARTESIAN COORDINATES (ANGSTROEM)
Fe1 -0.11980 0.62454 -0.60497  0.33
C1 -0.88380 1.86731 2.33393  -1.08
C2 -1.75080 0.74732 1.80443  0.81
C3 -2.16555 -0.22519 2.71801  -0.67
C4 -3.08898 -1.21499 2.33518  0.94
C5 -3.41704 -2.33632 3.26444  -1.81
C6 -3.66274 -1.19795 1.06867  -0.77
C7 -3.34948 -0.14939 0.18043  0.56
C8 -4.21196 0.02845 -1.05368  -1.56
C9 -2.26584 0.73180 0.48699  -0.85
H1 -1.40394 2.82583 2.38584  0.36
H2 -0.04077 2.04622 1.65836  -0.10
H3 -0.50760 1.59410 3.32780  0.35
H4 -1.78547 -0.20213 3.73768  0.41
H5 -4.51877 -2.32866 3.52431  0.43
H6 -2.87236 -2.23567 4.20933  0.35
H7 -3.19258 -3.30547 2.79730  0.35
H8 -4.35700 -1.99151 0.76493  0.47
H9 -5.28127 -0.18126 -0.82006  0.46
H10 -4.00927 -0.67249 -1.88720  0.28
H11 -4.13963 1.08557 -1.38631  0.35
H12 -2.03295 1.54908 -0.22612  0.92
C10 -1.35322 -1.44859 -3.94681  -0.89
C11 -0.91195 -2.75245 -3.80530  -0.55
C12 -0.16466 -3.09012 -2.69581  -0.79
C13 -0.05877 -2.21273 -1.60711  0.05
N1 -0.52281 -0.87266 -1.75210  0.65
C14 -1.06046 -0.52991 -2.93846  -0.35
C15 0.22793 -2.70468 -0.25146  1.45
C16 -0.05396 -4.05981 0.01120  -1.29
C17 -0.15388 -4.44100 1.33804  -0.80
C18 0.01510 -3.50373 2.36678  -1.27
C19 0.34462 -2.20003 2.05643  -0.13
N2 0.66478 -1.82894 0.78281  0.84
H13 -1.86315 -1.12114 -4.81211  0.50
H14 -1.14218 -3.49630 -4.53060  0.46
H15 0.37555 -4.08319 -2.57276  0.44
H16 -1.38003 0.50099 -3.05490  0.32
H17 -0.27314 -4.78441 -0.76363  0.33
H18 -0.33294 -5.48217 1.62450  0.40
H19 -0.15569 -3.75317 3.41961  0.49
H20 0.35290 -1.48003 2.88895  0.57
C20 2.63030 1.83917 2.37237  -1.20
Ge1 2.81326 -0.03411 1.70067  0.65
C21 4.46294 -0.08370 0.62328  -1.27
C22 3.15599 -1.32799 3.15081  -1.35
C23 1.37931 -0.60088 0.47614  -1.22
H21 3.62931 2.20494 2.61421  0.47
H22 2.02392 1.88144 3.33055  0.29
H23 2.13834 2.47793 1.62713  0.28
H24 5.29360 0.41229 1.18522  0.40
H25 4.36883 0.41793 -0.36532  0.35
H26 4.74591 -1.15713 0.50202  0.35
H27 4.20946 -1.26360 3.41621  0.45
H28 3.02401 -2.35237 2.81329  0.40
H29 2.54708 -1.15503 4.02039  0.36
H30 1.85659 -0.69254 -0.50934  0.95
C24 2.07622 5.45174 -3.90915  -1.41
C25 1.49251 4.33496 -3.15856  1.09
C26 0.11716 3.99326 -3.17591  -0.95
C27 -0.36685 3.10327 -2.26658  -0.14
N3 0.38895 2.38087 -1.40943  0.03
C28 1.71584 2.57428 -1.52555  -0.01
C29 2.29827 3.52396 -2.35225  -1.06
H31 1.51732 5.70379 -4.81575  0.38
H32 3.13296 5.27766 -4.17227  0.37
H33 2.10630 6.35108 -3.30774  0.31
H34 -0.59310 4.45118 -3.86694  0.39
H35 -1.45114 3.02997 -2.15280  0.46
H36 2.38798 1.97114 -0.92303  0.29
H37 3.40230 3.57137 -2.29821  0.38

**Strongest force on any atom**: 2.7 eV/Å
**Total energy**: -126039.184 eV
**Orbital gap (alpha / beta)**: 0.1819 / 0.2653 Ha
**Multiplicity**: 6
**Net charge**: +1